No. 1
The following is a DFT calculation (wB97M-V/def2-TZVPD) of a 6-piece molecular cluster, C35H66Br2F3O18S overall at a distorted geometry.

Results
charge: +1
HOMO-LUMO gap: 9.78 eV
total energy: -233287.583 eV

Positions of all 125 atoms, in Å:
H (10.466, 2.725, -1.373)
C (-2.192, 6.367, -1.105)
C (-3.771, -3.010, 1.652)
O (-1.232, -8.080, -2.518)
H (-3.513, 5.338, -3.016)
H (4.274, -2.586, 0.986)
O (-2.297, 7.208, -1.950)
H (-1.467, 7.966, 1.570)
F (-0.025, 0.765, -2.772)
C (-2.760, 4.665, -2.609)
C (-5.225, -2.150, -3.787)
O (-6.641, -1.350, -6.852)
H (-6.034, -1.779, 0.985)
H (-4.476, -0.766, 2.907)
H (1.534, -1.041, 3.007)
O (9.246, 4.709, -0.049)
H (3.481, 2.753, 8.922)
H (-2.928, -4.889, 1.213)
C (-4.235, 1.062, 1.789)
H (6.295, 0.236, 2.850)
H (9.514, 1.956, -0.097)
H (-0.417, -8.317, -5.153)
H (-0.497, -4.399, -2.033)
H (-2.641, -8.016, -4.036)
C (-1.900, -8.704, -3.633)
H (11.215, 4.478, 0.246)
H (5.356, 3.456, 7.399)
H (-0.174, -9.823, -4.258)
H (-0.059, 0.644, -0.280)
F (-2.360, -1.820, -1.842)
H (5.972, 1.974, 3.013)
C (2.403, 0.021, 1.343)
H (-3.202, 3.682, -2.467)
C (3.821, 2.106, 8.115)
O (5.793, 1.529, 6.785)
H (-1.457, -9.709, -5.471)
H (-4.209, -1.868, -3.535)
O (5.985, 0.835, 4.760)
C (-1.093, -1.312, -2.191)
C (1.201, -0.405, 2.191)
O (-4.006, -2.077, 0.685)
C (10.323, 3.885, 0.431)
H (3.166, 2.251, 7.257)
C (5.698, 0.982, 3.365)
O (-4.468, -3.093, 2.667)
H (-0.889, 1.425, 4.283)
H (5.902, 2.311, 8.626)
C (-1.548, 4.579, -3.508)
H (5.235, 5.801, -0.195)
C (-0.836, -6.836, -2.718)
C (-0.925, -9.163, -4.693)
H (-2.108, -3.563, 0.394)
Br (-0.565, -1.980, -3.923)
H (3.258, -2.589, 2.418)
H (-1.832, 4.175, -4.479)
C (-5.422, -3.636, -3.574)
H (-2.419, -9.550, -3.191)
H (-2.406, 8.585, 0.188)
H (10.219, 3.748, 1.507)
H (0.492, -0.971, 1.581)
H (-8.419, -2.210, -7.498)
C (8.041, 4.384, 0.392)
H (0.257, 1.549, 2.042)
H (-0.340, -0.226, 4.453)
H (-4.753, -4.201, -4.224)
H (2.524, -2.415, 0.800)
S (-2.436, 1.049, 1.728)
H (-8.563, -0.548, -6.879)
O (-1.876, 6.570, 0.169)
H (-7.770, -0.850, -8.446)
C (-7.940, -1.235, -7.447)
C (-1.067, 0.796, -0.665)
H (-1.792, -0.889, 0.510)
H (-1.940, -1.030, 2.804)
H (11.276, 2.009, 0.028)
H (-3.052, 0.031, -0.262)
O (-2.421, 5.062, -1.268)
H (-6.446, -3.931, -3.792)
O (-0.222, -6.412, -1.608)
O (3.562, -0.758, 1.488)
C (5.807, 4.981, 0.228)
H (-4.430, 1.783, 2.583)
C (5.255, 2.434, 7.761)
C (0.282, -5.084, -1.711)
H (-0.791, 3.924, -3.069)
C (10.395, 2.562, -0.298)
C (0.527, 0.817, 2.806)
H (-2.751, 0.138, 3.836)
H (-0.668, 8.255, 0.005)
H (1.282, 1.297, 3.429)
O (7.776, 3.509, 1.172)
C (-6.649, -1.679, -5.570)
C (5.418, 1.753, 5.531)
O (-5.384, -1.768, -5.157)
H (-5.960, 0.006, 2.415)
O (-1.030, -6.162, -3.693)
H (-1.255, 1.864, -0.734)
C (-0.651, 0.521, 3.724)
C (3.377, -2.158, 1.424)
C (-2.089, 0.113, 0.231)
H (-5.907, -1.566, -3.166)
H (1.115, -5.038, -2.412)
H (4.645, 0.790, 3.177)
H (2.131, 0.093, 0.284)
H (2.699, 1.022, 1.657)
H (-1.105, 5.561, -3.660)
F (-0.223, -1.764, -1.199)
H (-5.202, -3.895, -2.537)
H (3.741, 1.069, 8.444)
C (-4.958, -0.255, 2.081)
H (-5.189, -0.630, -0.027)
Br (-2.725, 0.936, -2.940)
O (7.161, 5.220, -0.154)
H (5.459, 4.034, -0.183)
H (-1.869, -3.810, 2.136)
O (4.707, 2.646, 5.152)
C (-1.113, 0.248, -2.099)
H (5.705, 4.971, 1.310)
C (-2.585, -3.862, 1.322)
H (-4.545, 1.531, 0.857)
H (0.626, -4.815, -0.718)
C (-5.118, -1.202, 0.898)
O (-7.621, -1.823, -4.881)
C (-1.951, 0.015, 3.107)
C (-1.588, 7.938, 0.492)

Mulliken atomic charge list, values in e, 2 entries: atom 1 (H): 0.296, atom 2 (C): 0.633

=====

No. 2
The following is a DFT calculation (wB97M-V/def2-TZVPD) of a 2-piece molecular cluster, C4H12NOS overall at a distorted geometry.

Results
energy relative to the best compared isomer or geometry (same formula, charge and spin): 16.4 kcal per mole
charge: -1
HOMO-LUMO gap: 6.13 eV
total energy: -18716.044 eV

Positions of all 19 atoms, in Å:
H (0.901, 1.365, -0.113)
H (1.671, -0.998, -1.601)
O (-2.029, -1.964, 0.346)
C (-0.547, 0.786, 1.840)
H (-1.037, 0.299, 2.654)
N (0.110, -0.202, 1.005)
C (1.861, -0.364, -0.734)
H (-0.936, -0.509, -1.676)
H (0.184, 1.439, 2.345)
H (2.531, 0.373, -1.168)
H (2.333, -0.901, 0.091)
S (0.241, 1.289, -2.883)
H (0.774, -0.816, 1.439)
H (-1.252, 1.358, 1.248)
C (-0.469, 0.435, -1.401)
H (-1.402, -1.228, 0.572)
H (-1.262, 1.123, -1.086)
H (-2.235, -1.843, -0.584)
C (0.562, 0.358, -0.292)

Mulliken atomic charge list, values in e, 2 entries: atom 1 (H): 0.058, atom 2 (H): 0.254

=====

Please write out number 2 again, unchanged.
The following is a DFT calculation (wB97M-V/def2-TZVPD) of a 2-piece molecular cluster, C4H12NOS overall at a distorted geometry.

Results
energy relative to the best compared isomer or geometry (same formula, charge and spin): 16.4 kcal per mole
charge: -1
HOMO-LUMO gap: 6.13 eV
total energy: -18716.044 eV

Positions of all 19 atoms, in Å:
H (0.901, 1.365, -0.113)
H (1.671, -0.998, -1.601)
O (-2.029, -1.964, 0.346)
C (-0.547, 0.786, 1.840)
H (-1.037, 0.299, 2.654)
N (0.110, -0.202, 1.005)
C (1.861, -0.364, -0.734)
H (-0.936, -0.509, -1.676)
H (0.184, 1.439, 2.345)
H (2.531, 0.373, -1.168)
H (2.333, -0.901, 0.091)
S (0.241, 1.289, -2.883)
H (0.774, -0.816, 1.439)
H (-1.252, 1.358, 1.248)
C (-0.469, 0.435, -1.401)
H (-1.402, -1.228, 0.572)
H (-1.262, 1.123, -1.086)
H (-2.235, -1.843, -0.584)
C (0.562, 0.358, -0.292)

Mulliken atomic charge list, values in e, 2 entries: atom 1 (H): 0.058, atom 2 (H): 0.254